No. 1
Formula: C10H28N3OPPdS4SbSe2
Source: OMol25
Level of theory: the ωB97M-V functional and the def2-TZVPD basis

Its LUMO energy (spin up / spin down) is 2.11 / 2.00 eV. The value obtained for the HOMO-LUMO gap (spin up / spin down) is 5.00 / 6.19 eV. The HOMO energy (spin up / spin down) comes out at -0.106 / -0.154 hartree. The expectation value of S² is 2.02. For the energy above the lowest of the compared OMol25 structures with the same formula, charge and spin, the calculation gives 204.4 kJ/mol. The total charge is -1. The spin multiplicity is 3.

CARTESIAN COORDINATES (ANGSTROEM)
1 Pd -0.779 -0.604 2.488
2 C -3.168 -3.023 2.368
3 Se -1.276 -2.980 1.886
4 C 0.054 -2.495 -0.932
5 C -0.970 -3.484 -1.307
6 Se -1.821 -1.082 -2.899
7 C -2.754 0.589 -2.541
8 H -3.589 -3.990 2.095
9 H -3.694 -2.219 1.854
10 H -3.250 -2.873 3.441
11 H 0.585 -2.598 0.004
12 H 0.549 -1.951 -1.724
13 H -1.172 -4.288 -0.614
14 H -1.177 -3.651 -2.355
15 H -3.098 0.920 -3.520
16 H -2.096 1.332 -2.100
17 H -3.603 0.402 -1.887
18 S -4.567 0.055 0.537
19 Sb -2.583 1.081 1.140
20 S -1.657 -1.893 -0.684
21 S -2.273 0.873 3.513
22 S -2.189 3.225 0.383
23 C 0.730 1.121 -0.876
24 N 1.421 1.606 0.310
25 C 1.678 3.041 0.286
26 P 2.105 0.513 1.314
27 O 1.306 -0.740 1.472
28 N 3.591 0.045 0.722
29 C 4.118 -1.289 0.936
30 C 4.577 1.037 0.354
31 N 2.415 1.400 2.686
32 C 1.313 2.107 3.346
33 C 3.358 0.836 3.639
34 H 1.385 1.147 -1.756
35 H -0.148 1.746 -1.049
36 H 0.388 0.102 -0.708
37 H 2.234 3.315 -0.619
38 H 2.259 3.340 1.154
39 H 0.719 3.567 0.290
40 H 3.312 -1.952 1.239
41 H 4.897 -1.301 1.710
42 H 4.562 -1.668 0.011
43 H 4.094 1.986 0.126
44 H 5.122 0.710 -0.536
45 H 5.309 1.210 1.155
46 H 0.550 2.406 2.631
47 H 1.707 3.002 3.837
48 H 0.822 1.480 4.094
49 H 4.217 0.408 3.125
50 H 2.900 0.060 4.263
51 H 3.717 1.632 4.296

Here are the Mulliken charges for atoms 1 to 8, given in e: 0.075, -0.594, -0.432, -0.563, -0.458, -0.163, -0.523, 0.300

No. 2
Formula: C3H7BrN
Source: OMol25
Level of theory: the ωB97M-V functional and the def2-TZVPD basis

Its LUMO energy (spin up / spin down) is -7.31 / -6.72 eV. The value obtained for the HOMO-LUMO gap (spin up / spin down) is 5.86 / 6.97 eV. The HOMO energy (spin up / spin down) comes out at -0.484 / -0.503 hartree. For the energy above the lowest of the compared OMol25 structures with the same formula, charge and spin, the calculation gives 638.8 kJ/mol. The total charge is +1.

CARTESIAN COORDINATES (ANGSTROEM)
1 C 0.165 2.272 -0.518
2 C 0.532 -0.757 1.361
3 C -0.332 -0.945 -0.856
4 N -0.299 -0.357 0.391
5 Br -0.268 2.511 -2.163
6 H -0.278 3.131 -0.014
7 H -0.259 -1.206 1.978
8 H 0.677 0.034 1.938
9 H 1.431 -1.395 1.244
10 H -1.259 -1.645 -0.825
11 H 0.601 -1.414 -1.030
12 H -0.712 -0.229 -1.506

Here are the Mulliken charges for atoms 1 to 8, given in e: -0.188, -0.643, -0.523, -0.120, 0.200, 0.240, 0.386, 0.383

No. 3
Formula: C8H10S
Source: OMol25
Level of theory: the ωB97M-V functional and the def2-TZVPD basis

Its LUMO energy is -1.02 eV. The value obtained for the HOMO-LUMO gap is 7.01 eV. The HOMO energy comes out at -0.295 hartree. Its SMILES is CC(C)C=C=C=S.C#C. For the energy above the lowest of the compared OMol25 structures with the same formula, charge and spin, the calculation gives 566.4 kJ/mol.

CARTESIAN COORDINATES (ANGSTROEM)
1 C -2.047 -0.030 -0.234
2 C -1.034 0.954 0.312
3 C -0.547 0.827 1.659
4 C 0.127 0.916 -0.710
5 C 1.362 0.745 -0.191
6 C 2.519 0.711 0.338
7 S 3.816 0.399 1.095
8 H -2.258 0.169 -1.297
9 H -1.623 -1.036 -0.096
10 H -2.914 -0.014 0.374
11 H -1.500 2.014 0.219
12 H -1.291 0.932 2.452
13 H 0.145 1.548 1.858
14 H -0.069 -0.121 1.847
15 H -0.255 0.642 -1.701
16 C 1.144 -2.611 -1.148
17 C 1.761 -1.674 -1.589
18 H 0.310 -3.259 -0.946
19 H 2.354 -1.112 -2.243

Here are the Mulliken charges for atoms 1 to 8, given in e: -1.405, 1.195, -1.904, -0.903, 0.027, 0.560, -0.423, 0.404

No. 4
Formula: C6H20O6
Source: OMol25
Level of theory: the ωB97M-V functional and the def2-TZVPD basis

Its LUMO energy is 0.43 eV. The value obtained for the HOMO-LUMO gap is 9.31 eV. The HOMO energy comes out at -0.327 hartree. Its SMILES is C=C(O)/C=C/CC.O.O.O.O.O. For the energy above the lowest of the compared OMol25 structures with the same formula, charge and spin, the calculation gives 176.5 kJ/mol.

CARTESIAN COORDINATES (ANGSTROEM)
1 C 0.903 -1.846 2.341
2 C -0.276 -1.255 2.230
3 O -1.471 -1.980 2.242
4 C -0.577 0.176 2.087
5 C 0.223 1.020 1.444
6 C -0.121 2.471 1.241
7 C -0.564 2.729 -0.199
8 H 0.999 -2.915 2.493
9 H 1.833 -1.297 2.324
10 H -1.268 -2.912 2.333
11 H -1.494 0.492 2.575
12 H 1.176 0.718 1.025
13 H -0.908 2.835 1.916
14 H 0.762 3.057 1.500
15 H -1.371 2.071 -0.510
16 H -0.881 3.763 -0.325
17 H 0.275 2.535 -0.874
18 O 1.846 -1.278 -2.167
19 H 0.909 -1.464 -1.969
20 H 1.778 -0.611 -2.859
21 O -2.633 -1.174 -0.145
22 H -2.277 -1.514 0.716
23 H -2.891 -0.264 0.075
24 O 3.104 0.002 -0.069
25 H 3.913 -0.511 0.041
26 H 2.615 -0.477 -0.790
27 O 0.272 0.613 -3.772
28 H 0.147 1.486 -3.390
29 H -0.247 -0.029 -3.239
30 O -0.926 -1.282 -2.171
31 H -1.540 -1.169 -1.399
32 H -1.309 -1.989 -2.703

Here are the Mulliken charges for atoms 1 to 8, given in e: -1.171, 0.801, -0.536, -0.363, -0.037, -0.790, -0.923, 0.256

No. 5
Formula: C23H49N6O11
Source: OMol25
Level of theory: the ωB97M-V functional and the def2-TZVPD basis

Its LUMO energy is 1.48 eV. The value obtained for the HOMO-LUMO gap is 6.53 eV. The HOMO energy comes out at -0.185 hartree. For the energy above the lowest of the compared OMol25 structures with the same formula, charge and spin, the calculation gives 473.1 kJ/mol. The total charge is -1.

CARTESIAN COORDINATES (ANGSTROEM)
1 C 1.340 1.252 1.240
2 C 2.221 1.106 -0.015
3 O 3.329 1.646 0.056
4 O 1.670 0.545 -0.966
5 H 0.718 2.137 1.104
6 H 1.929 1.282 2.157
7 H 0.648 0.433 1.437
8 C -2.661 -2.192 -3.776
9 C -2.329 -3.659 -4.107
10 O -2.771 -3.729 -5.467
11 C -3.597 -2.767 -5.757
12 O -4.214 -2.640 -6.849
13 O -3.633 -1.820 -4.779
14 H -1.799 -1.534 -3.890
15 H -3.169 -2.133 -2.813
16 H -2.926 -4.369 -3.535
17 H -1.278 -3.939 -4.031
18 C -7.107 -4.634 3.831
19 C -6.194 -3.616 3.140
20 O -6.766 -2.857 2.355
21 N -4.903 -3.773 3.558
22 C -3.802 -2.802 3.294
23 H -7.076 -5.534 3.218
24 H -8.166 -4.379 3.882
25 H -6.686 -4.924 4.794
26 H -4.570 -4.582 4.062
27 H -4.150 -1.801 3.040
28 H -3.052 -3.039 2.540
29 H -3.218 -2.556 4.181
30 C 5.205 -2.061 -4.717
31 C 4.764 -1.335 -5.952
32 O 5.420 -1.373 -6.941
33 N 3.722 -0.553 -5.797
34 C 3.343 0.478 -6.779
35 H 4.763 -1.475 -3.912
36 H 6.294 -2.047 -4.658
37 H 4.766 -3.058 -4.676
38 H 3.245 -0.518 -4.907
39 H 2.419 0.322 -7.336
40 H 4.171 0.652 -7.467
41 H 3.240 1.396 -6.201
42 C -2.732 6.748 3.789
43 C -3.423 7.969 3.229
44 O -3.501 8.208 2.078
45 N -4.045 8.940 3.998
46 C -4.292 8.885 5.329
47 H -2.205 6.242 2.980
48 H -3.471 6.144 4.315
49 H -2.167 7.017 4.681
50 H -4.287 9.735 3.425
51 H -3.467 8.396 5.848
52 H -5.245 8.383 5.494
53 H -4.520 9.939 5.487
54 C 6.849 -2.082 1.430
55 C 6.783 -1.686 2.823
56 O 7.153 -2.413 3.750
57 N 6.327 -0.500 3.073
58 C 5.952 -0.001 4.309
59 H 7.879 -2.233 1.105
60 H 6.473 -1.243 0.845
61 H 6.253 -2.980 1.271
62 H 6.081 0.045 2.259
63 H 6.525 -0.453 5.118
64 H 4.917 -0.339 4.249
65 H 5.899 1.079 4.452
66 C -2.395 -7.021 0.672
67 C -1.107 -6.423 1.155
68 O -0.895 -6.180 2.388
69 N -0.294 -6.030 0.213
70 C 0.986 -5.390 0.462
71 H -2.229 -7.260 -0.379
72 H -3.254 -6.371 0.837
73 H -2.713 -7.898 1.236
74 H -0.396 -6.652 -0.576
75 H 1.078 -4.490 -0.147
76 H 1.788 -6.116 0.335
77 H 0.968 -5.034 1.492
78 C 2.032 6.475 -1.567
79 C 0.599 6.254 -2.068
80 O -0.232 7.144 -2.240
81 N 0.308 5.046 -2.321
82 C -1.023 4.405 -2.664
83 H 1.943 5.961 -0.610
84 H 2.366 7.512 -1.527
85 H 2.704 5.914 -2.216
86 H 0.918 4.260 -2.146
87 H -1.759 4.291 -1.868
88 H -0.741 3.369 -2.853
89 H -1.527 4.881 -3.506

Here are the Mulliken charges for atoms 1 to 8, given in e: -0.696, 0.546, -0.738, -0.715, 0.123, 0.233, 0.252, -0.290

No. 6
Formula: C11H12N4O6
Source: OMol25
Level of theory: the ωB97M-V functional and the def2-TZVPD basis

Its LUMO energy is -0.90 eV. The value obtained for the HOMO-LUMO gap is 7.85 eV. The HOMO energy comes out at -0.321 hartree. Its SMILES is C/C(CCC(=O)O)=N/Nc1ccc([N+](=O)[O-])cc1[N+](=O)[O-]. For the energy above the lowest of the compared OMol25 structures with the same formula, charge and spin, the calculation gives 0.0 kJ/mol.

CARTESIAN COORDINATES (ANGSTROEM)
1 C 2.793 0.445 1.642
2 C 1.808 -0.245 0.759
3 C 2.324 -1.385 -0.079
4 C 3.309 -0.898 -1.151
5 C 4.714 -0.762 -0.614
6 O 5.163 -1.352 0.330
7 O 5.436 0.094 -1.345
8 N 0.619 0.210 0.789
9 N -0.364 -0.293 0.016
10 C -1.619 0.181 0.102
11 C -1.918 1.221 1.014
12 C -3.179 1.728 1.128
13 C -4.213 1.213 0.330
14 N -5.539 1.749 0.452
15 O -6.404 1.282 -0.258
16 O -5.710 2.638 1.261
17 C -3.963 0.198 -0.569
18 C -2.679 -0.327 -0.697
19 N -2.500 -1.374 -1.646
20 O -3.463 -1.758 -2.271
21 O -1.375 -1.846 -1.792
22 H 3.481 1.036 1.038
23 H 2.278 1.109 2.330
24 H 3.384 -0.282 2.194
25 H 1.512 -1.932 -0.559
26 H 2.858 -2.079 0.575
27 H 3.001 0.051 -1.591
28 H 3.362 -1.634 -1.958
29 H 6.350 0.138 -1.022
30 H -0.197 -1.044 -0.661
31 H -1.103 1.595 1.612
32 H -3.407 2.522 1.822
33 H -4.762 -0.196 -1.182

Here are the Mulliken charges for atoms 1 to 8, given in e: -1.375, 0.632, -0.706, -0.545, 0.454, -0.543, -0.461, -1.066

No. 7
Formula: C3H10N4
Source: OMol25
Level of theory: the ωB97M-V functional and the def2-TZVPD basis

Its LUMO energy is 0.87 eV. The value obtained for the HOMO-LUMO gap is 7.26 eV. The HOMO energy comes out at -0.235 hartree. For the energy above the lowest of the compared OMol25 structures with the same formula, charge and spin, the calculation gives 266.6 kJ/mol.

CARTESIAN COORDINATES (ANGSTROEM)
1 C -0.789 1.266 0.456
2 C 1.279 0.479 -0.475
3 C -0.390 -2.055 -0.746
4 N -2.154 1.367 0.552
5 N 2.239 0.480 0.564
6 N -0.246 0.135 0.042
7 N -1.033 -0.825 -0.380
8 H -0.180 2.101 0.761
9 H -2.525 1.858 1.352
10 H -2.591 0.476 0.330
11 H 2.282 -0.410 1.053
12 H 2.097 1.228 1.234
13 H 1.261 1.440 -0.987
14 H 1.472 -0.322 -1.184
15 H 0.142 -1.991 -1.708
16 H -1.182 -2.794 -0.870
17 H 0.319 -2.434 0.007

Here are the Mulliken charges for atoms 1 to 8, given in e: -0.149, -0.686, -0.825, -0.432, -0.492, 0.689, -1.047, 0.299

No. 8
Formula: C20H16FO8S2
Source: OMol25
Level of theory: the ωB97M-V functional and the def2-TZVPD basis

Its LUMO energy is 2.40 eV. The value obtained for the HOMO-LUMO gap is 6.62 eV. The HOMO energy comes out at -0.155 hartree. Its SMILES is CC1(C)OC(=O)C([C@@H](c2ccccc2)C2(F)S(=O)(=O)c3ccccc3S2(=O)=O)=C([O-])O1. The total charge is -1.

CARTESIAN COORDINATES (ANGSTROEM)
1 C 2.691 -2.820 -2.405
2 C 3.126 -2.387 -1.011
3 C 4.503 -2.962 -0.669
4 O 3.246 -0.945 -0.940
5 C 2.012 -0.344 -1.208
6 O 1.888 0.423 -2.143
7 C 0.902 -0.806 -0.385
8 C -0.424 -0.107 -0.461
9 C -1.562 -1.025 -0.942
10 C -1.318 -2.287 -1.503
11 C -2.389 -3.166 -1.741
12 C -3.712 -2.767 -1.510
13 C -3.962 -1.461 -1.077
14 C -2.885 -0.593 -0.870
15 C -0.687 0.629 0.849
16 F -0.866 -0.245 1.887
17 S 0.834 1.682 1.278
18 O 1.620 0.990 2.271
19 O 1.420 2.167 0.053
20 C -0.005 3.109 2.029
21 C 0.683 4.219 2.516
22 C -0.044 5.353 2.888
23 C -1.436 5.377 2.768
24 C -2.116 4.271 2.261
25 C -1.376 3.153 1.886
26 S -2.117 1.852 0.917
27 O -2.322 2.398 -0.411
28 O -3.218 1.298 1.679
29 C 1.054 -2.103 0.254
30 O 0.210 -2.635 0.941
31 O 2.221 -2.814 0.013
32 H 1.734 -2.362 -2.687
33 H 3.455 -2.513 -3.133
34 H 2.608 -3.912 -2.431
35 H 4.774 -2.706 0.355
36 H 4.484 -4.051 -0.772
37 H 5.253 -2.560 -1.357
38 H -0.238 0.653 -1.242
39 H -0.297 -2.592 -1.746
40 H -2.162 -4.175 -2.084
41 H -4.539 -3.464 -1.661
42 H -4.972 -1.087 -0.901
43 H -3.099 0.443 -0.648
44 H 1.767 4.175 2.580
45 H 0.476 6.225 3.281
46 H -2.020 6.243 3.081
47 H -3.196 4.229 2.150

Here are the Mulliken charges for atoms 1 to 8, given in e: -1.364, 1.668, -1.893, -0.447, -0.253, -0.714, 0.220, 0.983